(1)
Computed, not measured: a molecular structure, C25H27AsInN7OS4Se, with ωB97M-V/def2-TZVPD.

Geometry as XYZ:
```
67
Properties=species:S:1:pos:R:3:lowdin_charge:R:1
In -0.19934 0.24861 1.95757 0.245
C -5.81793 -2.92461 0.45916 -0.063
C -4.58386 -2.09915 0.23152 -0.282
C -4.65880 -0.75504 -0.11778 -0.046
C -3.51921 -0.00419 -0.28813 -0.024
C -2.23697 -0.55003 -0.11334 -0.295
N -1.11414 0.22196 -0.24834 0.004
C -1.04468 1.03140 -1.32285 -0.241
C -1.65161 0.64590 -2.54471 -0.029
C -1.60046 1.41326 -3.68260 -0.074
C -0.91911 2.62624 -3.69569 -0.312
C -0.83443 3.46983 -4.93680 -0.080
C -0.27317 3.00418 -2.52855 -0.002
C -0.32741 2.25303 -1.36146 -0.118
N 0.33187 2.77706 -0.23860 -0.085
C 0.50637 4.09317 0.02115 -0.080
C 1.39681 4.19590 1.05967 -0.089
C 1.71126 2.87332 1.38081 -0.211
N 1.06046 2.03325 0.59641 0.028
C -2.17345 -1.90771 0.23749 -0.162
C -3.32829 -2.65949 0.39642 -0.025
N -0.93139 -2.54586 0.38126 -0.071
C -0.63934 -3.79498 -0.01822 -0.072
C 0.65581 -4.05734 0.37418 -0.054
C 1.06599 -2.89030 1.01769 -0.122
N 0.10190 -1.99083 0.99242 0.039
H -6.70600 -2.37804 0.14600 0.063
H -5.91776 -3.17184 1.51705 0.078
H -5.76426 -3.86092 -0.09763 0.070
H -5.63184 -0.29602 -0.24474 0.102
H -3.58651 1.04317 -0.54724 0.122
H -2.17589 -0.30174 -2.56374 0.112
H -2.08908 1.06046 -4.58430 0.099
H -1.64354 3.22451 -5.62243 0.063
H 0.11444 3.30083 -5.45167 0.069
H -0.90242 4.52813 -4.69038 0.066
H 0.29580 3.92531 -2.52454 0.109
H -0.05432 4.84618 -0.49564 0.116
H 1.72091 5.07818 1.56979 0.092
H 2.38455 2.51828 2.13772 0.065
H -3.24150 -3.69379 0.69785 0.068
H -1.34298 -4.40569 -0.55092 0.121
H 1.21101 -4.96522 0.23031 0.084
H 1.99230 -2.66780 1.50651 0.107
S 2.20240 3.53685 5.28003 -0.401
As 0.60632 2.18834 5.05077 -0.030
S -1.92240 2.02241 2.55809 -0.086
S 1.41623 0.43958 3.81123 -0.060
S -0.70498 3.35930 3.47857 -0.207
C 4.93640 -0.91089 1.88151 -0.042
N 4.58539 -0.78417 0.48139 -0.156
C 5.53647 -1.24972 -0.49682 -0.077
C 3.27890 -0.50138 0.19397 -0.505
C 2.90473 -0.35287 -1.26353 0.022
O 2.47065 -0.35326 1.07907 -0.070
H 5.98951 -0.67054 2.01966 0.080
H 4.73381 -1.91859 2.25579 0.092
H 4.33196 -0.21050 2.45640 0.079
H 6.49231 -1.42723 -0.00482 0.077
H 5.69360 -0.50686 -1.28219 0.084
H 5.21387 -2.18856 -0.96364 0.085
H 3.30320 -1.15214 -1.87994 0.066
H 3.27353 0.60453 -1.63065 0.091
H 1.81946 -0.34693 -1.31432 0.079
Se -2.27321 -4.19640 3.41156 0.442
C -1.88133 -2.50177 3.27312 -0.976
N -1.64664 -1.37076 3.16407 0.026
```

- energy above the lowest of the compared OMol25 structures with the same formula, charge and spin (kcal per mole) = 45.6
- highest occupied orbital energy (eV) = -0.6815
- LUMO energy (eV) = 3.980
- charge = -2
- frontier orbital gap (eV) = 4.66

(2)
Computed, not measured: a molecular structure, C25H27BClN2NbO10P, with ωB97M-V/def2-TZVPD.

Geometry as XYZ:
```
68
Properties=species:S:1:pos:R:3:lowdin_charge:R:1
C -3.17750 3.32204 2.08973 -0.073
C -2.81345 3.28337 0.92985 -0.327
Nb -2.29791 3.10864 -1.24002 1.339
C -1.56390 3.00513 -3.40207 -0.381
C -0.86297 4.17213 -3.98536 -0.862
O -0.12608 4.96070 -3.50613 0.004
Cl -1.19212 4.36076 -5.80837 0.474
O -3.59712 4.69950 -1.63024 -0.404
N -3.91189 4.97413 -2.92904 -0.189
O -4.47151 6.00728 -3.05204 -0.001
B -0.75796 1.41844 -0.66076 -0.749
N 0.56780 1.22767 -1.30383 0.068
O -0.98884 0.49444 0.33305 0.014
P -3.95730 1.20285 -1.67461 0.764
C -5.33301 1.84936 -2.72977 -0.374
C -3.29886 -0.20847 -2.67535 -0.505
C -4.26489 -1.39767 -2.74661 -0.181
H -3.59807 3.20036 3.06061 -0.014
H -0.84384 4.14032 -0.92479 -0.023
H -2.38576 2.74860 -4.07261 0.013
H -0.84044 2.18525 -3.48783 0.048
H 0.53016 0.64174 -2.13074 0.059
H 0.94421 2.12789 -1.58180 0.044
H -1.89922 0.53951 0.65413 0.018
H -5.08643 1.81465 -3.79331 0.032
H -6.21463 1.22449 -2.57030 0.013
H -5.57246 2.86661 -2.42977 0.000
H -3.05591 0.13792 -3.68360 0.063
H -2.38117 -0.52972 -2.17939 0.049
H -5.26282 -1.08145 -3.05509 0.053
H -3.90951 -2.16437 -3.43979 0.061
H -4.35974 -1.86034 -1.76182 0.052
C 3.86781 -2.07465 1.90182 0.023
C 3.15983 -2.46209 2.95810 0.017
C 1.74264 -2.04525 3.12944 -0.390
O 1.10327 -2.41231 4.09540 0.088
C 1.15349 -1.18376 2.08047 0.021
C 1.85388 -0.79142 1.01718 0.039
C 3.26644 -1.20869 0.84912 -0.360
O 3.92570 -0.87059 -0.11472 0.089
H 4.89799 -2.37695 1.75162 0.097
H 3.56953 -3.09621 3.73466 0.118
H 0.12217 -0.88261 2.21715 0.108
H 1.40743 -0.15915 0.25098 0.081
C -2.75783 -4.03774 2.36671 0.022
C -2.58993 -2.92134 1.66339 0.032
C -3.57917 -1.81565 1.72969 -0.363
O -3.42690 -0.80061 1.08845 0.079
C -4.76061 -1.99942 2.61000 0.030
C -4.92751 -3.11717 3.31108 0.016
C -3.94032 -4.22470 3.24431 -0.389
O -4.09688 -5.24416 3.88315 0.095
H -2.05042 -4.85668 2.33995 0.121
H -1.73532 -2.75477 1.01878 0.124
H -5.46306 -1.17607 2.63903 0.124
H -5.77944 -3.27787 3.95952 0.118
C 9.19349 -1.44241 1.79143 0.015
C 9.67110 -0.21981 1.58090 0.016
C 8.93366 0.76297 0.74312 -0.387
O 9.37783 1.87508 0.55486 0.103
C 7.64483 0.32707 0.15123 0.032
C 7.16874 -0.89905 0.35538 0.022
C 7.90300 -1.87507 1.19630 -0.383
O 7.46375 -2.98801 1.40304 0.093
H 9.70847 -2.17493 2.40022 0.119
H 10.60730 0.12275 2.00332 0.119
H 7.12150 1.05883 -0.45106 0.127
H 6.22671 -1.22931 -0.06635 0.098
```

- highest occupied orbital energy (eV) = -5.0029
- LUMO energy (eV) = -0.140
- charge = -1
- frontier orbital gap (eV) = 4.86

(3)
Computed, not measured: a molecular structure, C25H27BIrN12OS2, with ωB97M-V/def2-TZVPD.

Geometry as XYZ:
```
69
Properties=species:S:1:pos:R:3:lowdin_charge:R:1
Ir -0.44036 0.23631 -1.06210 1.520
N -3.36186 2.03413 -3.81255 0.121
C -2.66262 1.12783 -3.10726 -0.776
S -2.42494 1.43244 -1.39936 0.844
N -2.27585 0.01703 -3.60817 0.021
N -1.43456 -0.73126 -2.81014 -0.117
C -1.26238 -1.92153 -3.29131 -0.031
C -0.50755 -2.98936 -2.75258 -0.159
C -0.43532 -4.22190 -3.42974 -0.014
C 0.31389 -5.24528 -2.91539 -0.064
C 1.01493 -5.03935 -1.71931 -0.041
C 0.98083 -3.83204 -1.05663 0.015
C 0.19369 -2.79066 -1.56796 -0.323
O 0.16073 -1.67378 -0.86726 -0.208
H -3.78334 2.82607 -3.36341 0.101
H -3.61792 1.81929 -4.76201 0.121
H -1.74243 -2.06865 -4.25405 0.152
H -0.98164 -4.34215 -4.35676 0.124
H 0.37409 -6.19629 -3.42364 0.112
H 1.60455 -5.84701 -1.30489 0.117
H 1.52350 -3.66856 -0.13590 0.127
C 3.03916 -0.53900 -1.84225 -0.013
C 2.63545 -0.13035 -0.46876 -0.273
C 3.44753 -0.11477 0.66936 0.022
C 2.63115 0.23505 1.72189 -0.004
N 1.39169 0.42060 1.24780 0.053
N 1.40050 0.20853 -0.08036 -0.064
B 0.14036 0.97368 1.98525 -0.646
N -1.01368 -0.02905 1.87032 0.052
C -1.80740 -0.59485 2.78887 -0.016
C -2.75996 -1.34844 2.13951 0.020
C -2.49316 -1.20452 0.77949 -0.316
C -3.19081 -1.87398 -0.35237 -0.012
N -1.44206 -0.39108 0.63395 -0.108
N -0.25890 2.22752 1.14204 0.049
C -0.41486 3.50794 1.49258 -0.026
C -0.38205 4.28694 0.35557 0.022
C -0.20824 3.40655 -0.71063 -0.335
C -0.07085 3.78792 -2.14080 -0.028
N -0.14649 2.15969 -0.21096 -0.127
N 0.53121 1.31964 3.38990 -0.009
C 1.27454 2.36031 3.85574 -0.085
C 1.68046 2.05373 5.12481 -0.007
C 1.15755 0.76447 5.37337 -0.339
C 1.30061 -0.07130 6.60221 -0.025
N 0.48603 0.32774 4.32465 0.118
H 3.86103 -1.24857 -1.76402 0.096
H 2.22346 -1.00684 -2.38485 0.062
H 3.38436 0.31488 -2.42668 0.079
H 4.49527 -0.35483 0.70359 0.119
H 2.83483 0.36219 2.77170 0.133
H -1.60793 -0.43881 3.83297 0.116
H -3.53958 -1.94176 2.58153 0.117
H -4.10853 -2.32960 0.01342 0.094
H -3.44864 -1.17478 -1.14593 0.046
H -2.56941 -2.66747 -0.77196 0.083
H -0.51342 3.78083 2.52851 0.133
H -0.46124 5.35740 0.29087 0.122
H -0.31988 4.84215 -2.24255 0.095
H 0.95419 3.64328 -2.48226 0.079
H -0.71484 3.20889 -2.79771 0.048
H 1.50193 3.22066 3.25036 0.119
H 2.26844 2.66605 5.78592 0.109
H 1.56874 0.54510 7.45803 0.079
H 0.36925 -0.58827 6.82552 0.079
H 2.07935 -0.82352 6.47260 0.081
S 1.91748 1.79262 -4.90003 0.635
C 1.11906 1.26788 -3.62172 -0.963
N 0.54282 0.90428 -2.66805 -0.107
```

- energy above the lowest of the compared OMol25 structures with the same formula, charge and spin (kcal per mole) = 25.8
- highest occupied orbital energy (eV) = -10.8465
- LUMO energy (eV) = -4.997
- charge = +1
- frontier orbital gap (eV) = 5.85